[1]
Here is a single C5H10Si molecule from the Open Molecules 2025 dataset. Energies are from ωB97M-V/def2-TZVPD.

CARTESIAN COORDINATES (ANGSTROEM)
Si -2.327 -0.163 0.186
C -0.574 0.161 -0.517
C 0.254 1.361 -0.293
C 1.495 1.129 0.155
C 1.737 -0.319 0.535
C 0.674 -1.109 -0.178
H -2.385 -1.653 0.633
H -3.305 0.016 -0.906
H -2.775 0.987 1.276
H -0.578 0.036 -1.611
H -0.251 2.274 -0.589
H 2.248 1.881 0.144
H 2.823 -0.721 0.323
H 1.711 -0.378 1.561
H 1.025 -1.607 -1.061
H 0.228 -1.897 0.340

total charge = 0
HOMO-LUMO gap = 9.911 eV
HOMO level = -8.9 eV
E = -485.908435 hartree
energy above the lowest of the compared OMol25 structures with the same formula, charge and spin = 153.99 kJ/mol

natural (NBO) population analysis, charges in e, atoms 1 to 5: 0.844 -0.678 -0.202 -0.188 -0.451

=====

[2]
Here is a single C4H5NO2 molecule from the Open Molecules 2025 dataset. Energies are from ωB97M-V/def2-TZVPD.

CARTESIAN COORDINATES (ANGSTROEM)
N 2.257 0.586 0.172
C 1.219 -0.216 0.163
C -0.052 0.163 0.658
C -1.210 -0.140 0.002
O -2.465 -0.142 0.553
C -0.998 -0.610 -1.333
O 0.138 -0.515 -1.813
H 3.182 0.202 0.032
H 2.219 1.597 0.274
H -0.090 0.552 1.675
H -2.376 -0.370 1.487
H -1.824 -1.106 -1.870

total charge = 0
HOMO-LUMO gap (alpha / beta) = 7.875 / 7.876 eV
HOMO level (alpha / beta) = -7.6 / -7.6 eV
E = -360.551198 hartree
energy above the lowest of the compared OMol25 structures with the same formula, charge and spin = 310.39 kJ/mol

natural (NBO) population analysis, charges in e, atoms 1 to 5: -0.741 0.221 -0.337 0.140 -0.672

=====

[3]
Here is 6 unconnected molecules or ions with the total composition C24H32O12 from the Open Molecules 2025 dataset. Energies are from ωB97M-V/def2-TZVPD.

CARTESIAN COORDINATES (ANGSTROEM)
O -3.883 0.993 1.004
C -3.640 1.073 2.227
C -3.750 2.330 2.940
C -3.590 2.494 4.428
O -3.994 3.561 5.171
C -3.046 1.385 5.189
O -2.804 1.494 6.406
C -2.943 0.165 4.590
C -3.146 -0.002 3.004
O -3.108 -1.201 2.426
H -3.987 3.281 2.500
H -4.182 4.318 4.623
H -2.509 -0.692 5.117
H -2.774 -0.964 1.349
O 0.724 3.464 -0.826
C 1.344 2.507 -0.283
C 2.686 2.553 -0.205
C 3.556 1.402 0.206
O 4.716 1.039 -0.284
C 2.950 0.271 0.922
O 3.547 -0.592 1.405
C 1.448 0.197 0.672
C 0.591 1.338 0.054
O -0.815 1.213 0.021
H 3.188 3.388 -0.897
H 5.187 1.708 -0.639
H 1.080 -0.600 1.297
H -0.850 1.995 -0.783
C -0.940 -2.182 -1.533
C -2.402 -1.741 -1.257
C -2.957 -0.561 -2.098
O -3.074 -2.125 -0.327
H -1.076 -2.922 -2.231
H -0.287 -2.394 -0.568
H -0.634 -1.198 -1.929
H -3.177 -0.806 -3.286
H -2.462 0.244 -1.862
H -4.015 -0.550 -1.701
C -0.221 1.580 -3.840
C -0.987 2.760 -3.209
C -0.499 4.169 -3.644
O -1.621 2.600 -2.207
H -0.736 1.537 -4.709
H -0.146 0.626 -3.294
H 0.890 2.005 -3.844
H -0.662 4.438 -4.654
H 0.422 4.403 -3.460
H -1.059 4.955 -3.151
C 4.577 -1.210 -3.203
C 3.185 -1.485 -2.712
C 2.960 -2.366 -1.502
O 2.223 -0.980 -3.252
H 4.691 -0.550 -4.028
H 5.092 -2.172 -3.242
H 5.079 -0.620 -2.409
H 3.644 -2.254 -0.768
H 3.043 -3.418 -1.863
H 2.048 -2.160 -0.962
C -0.629 -3.563 2.399
C 0.831 -3.652 1.986
C 1.954 -3.467 2.866
O 1.141 -3.843 0.797
H -0.687 -3.108 3.265
H -1.023 -4.675 2.823
H -1.341 -3.280 1.587
H 3.062 -3.382 2.440
H 2.100 -4.295 3.332
H 1.709 -2.478 3.645

total charge = 0
HOMO-LUMO gap = 6.371 eV
HOMO level = -8.5 eV
E = -1836.122702 hartree
energy above the lowest of the compared OMol25 structures with the same formula, charge and spin = 224.04 kJ/mol

natural (NBO) population analysis, charges in e, atoms 1 to 5: -0.508 0.387 -0.398 0.386 -0.612

=====

[4]
Here is 2 unconnected molecules or ions with the total composition C4H12 from the Open Molecules 2025 dataset. Energies are from ωB97M-V/def2-TZVPD.

CARTESIAN COORDINATES (ANGSTROEM)
C 2.321 -1.507 1.206
C 1.667 -0.432 0.167
H 2.513 -2.415 0.700
H 3.333 -1.319 1.640
H 1.676 -1.861 2.083
H 1.758 0.570 0.628
H 0.622 -0.633 0.102
H 2.301 -0.401 -0.708
C -1.608 0.425 -0.583
C -2.438 1.658 -0.898
H -0.982 0.108 -1.352
H -0.840 0.471 0.133
H -2.272 -0.301 -0.336
H -1.603 2.444 -1.052
H -3.211 1.866 -0.071
H -3.237 1.326 -1.660

total charge = 0
HOMO-LUMO gap = 12.273 eV
HOMO level = -11.2 eV
E = -159.527248 hartree
energy above the lowest of the compared OMol25 structures with the same formula, charge and spin = 151.55 kJ/mol

natural (NBO) population analysis, charges in e, atoms 1 to 5: -0.622 -0.610 0.198 0.206 0.203

=====

[5]
Here is 3 unconnected molecules or ions with the total composition C30H51BrN6O5S from the Open Molecules 2025 dataset. Energies are from ωB97M-V/def2-TZVPD.

CARTESIAN COORDINATES (ANGSTROEM)
C -2.476 -0.995 -3.842
C -1.921 -2.264 -4.488
O -2.317 -2.418 -5.853
C -0.398 -2.366 -4.438
N 0.140 -2.039 -3.108
C 0.751 -3.190 -2.437
C 1.199 -2.835 -1.040
O 2.592 -2.436 -1.109
C 2.990 -1.559 -0.170
C 3.349 -0.260 -0.520
Br 3.187 0.212 -2.336
C 3.793 0.690 0.407
C 4.133 2.105 0.001
N 2.962 2.974 -0.154
C 3.888 0.310 1.741
N 4.333 1.243 2.735
C 3.498 1.837 3.380
S 2.455 2.597 4.247
C 3.528 -0.969 2.108
C 3.075 -1.876 1.174
C 2.742 -3.138 1.893
O 2.601 -4.234 1.439
N 2.721 -2.836 3.307
C 1.366 -2.595 3.911
C 0.219 -2.743 2.926
C -1.100 -3.050 3.483
O -0.299 -4.019 2.705
C 3.512 -1.638 3.440
O 4.065 -1.284 4.437
H -1.672 -0.361 -3.479
H -3.120 -1.236 -3.002
H -3.059 -0.411 -4.555
H -2.322 -3.137 -3.968
H -2.770 -1.619 -6.134
H 0.032 -1.718 -5.203
H -0.123 -3.387 -4.709
H 0.874 -1.355 -3.242
H 1.617 -3.569 -2.989
H 0.012 -3.989 -2.390
H 0.615 -1.995 -0.664
H 1.116 -3.695 -0.379
H 4.675 2.092 -0.939
H 4.753 2.540 0.778
H 2.433 2.701 -0.973
H 2.345 2.876 0.643
H 1.335 -1.570 4.278
H 1.196 -3.310 4.710
H 0.231 -2.076 2.061
H -1.982 -2.746 2.943
H -1.154 -3.490 4.467
C -4.147 -2.683 -9.152
C -5.409 -2.770 -8.309
N -6.082 -1.493 -8.149
C -7.128 -1.519 -7.142
C -8.357 -2.402 -7.389
C -6.405 -0.795 -9.382
C -7.303 -1.508 -10.403
H -3.455 -1.951 -8.733
H -3.647 -3.651 -9.163
H -4.350 -2.412 -10.188
H -5.130 -3.118 -7.311
H -6.064 -3.549 -8.735
H -7.458 -0.490 -6.971
H -6.661 -1.837 -6.204
H -9.034 -1.969 -8.124
H -8.919 -2.512 -6.459
H -8.081 -3.403 -7.722
H -5.466 -0.537 -9.878
H -6.853 0.165 -9.113
H -7.025 -2.555 -10.529
H -7.206 -1.025 -11.377
H -8.356 -1.466 -10.128
C 3.533 7.003 7.633
C 3.872 6.359 8.968
N 3.027 5.223 9.289
C 3.172 4.769 10.661
C 4.522 4.186 11.097
C 2.968 4.182 8.279
C 4.279 3.500 7.860
H 2.485 7.305 7.603
H 4.149 7.891 7.488
H 3.725 6.336 6.792
H 3.729 7.102 9.757
H 4.945 6.107 8.974
H 2.386 4.033 10.857
H 2.942 5.622 11.307
H 4.678 3.178 10.715
H 4.556 4.125 12.187
H 5.359 4.808 10.779
H 2.507 4.608 7.384
H 2.260 3.423 8.623
H 5.090 4.217 7.727
H 4.134 2.990 6.907
H 4.601 2.748 8.579

total charge = 0
HOMO-LUMO gap = 7.401 eV
HOMO level = -8.1 eV
E = -4850.533135 hartree
energy above the lowest of the compared OMol25 structures with the same formula, charge and spin = 0.00 kJ/mol

Löwdin population analysis, charges in e, atoms 1 to 5: -0.033 -0.417 -0.054 -0.182 -0.056

=====

[6]
Here is 6 unconnected molecules or ions with the total composition C20H28BClN5S from the Open Molecules 2025 dataset. Energies are from ωB97M-V/def2-TZVPD.

CARTESIAN COORDINATES (ANGSTROEM)
S 0.408 2.398 -3.487
B 0.576 2.608 -5.425
Cl 1.275 4.380 -5.702
H -0.752 1.779 -3.353
H 1.391 1.825 -5.850
H -0.510 2.516 -5.944
N -3.151 1.352 -2.117
C -2.610 0.110 -2.043
C -3.205 -0.544 -0.996
C -4.155 0.356 -0.427
C -4.088 1.525 -1.143
H -2.864 2.048 -2.784
H -1.842 -0.187 -2.734
H -2.978 -1.546 -0.671
H -4.790 0.174 0.424
H -4.607 2.459 -1.026
N -0.930 -1.696 -4.998
C -0.514 -1.886 -6.283
C -1.382 -2.759 -6.880
C -2.369 -3.101 -5.912
C -2.062 -2.430 -4.759
H -0.473 -1.086 -4.343
H 0.352 -1.374 -6.665
H -1.326 -3.103 -7.899
H -3.212 -3.757 -6.050
H -2.562 -2.395 -3.807
N 0.299 -0.954 2.101
C 0.523 -1.585 3.293
C -0.691 -1.952 3.809
C -1.686 -1.520 2.886
C -1.041 -0.910 1.844
H 1.007 -0.567 1.505
H 1.523 -1.712 3.670
H -0.849 -2.461 4.745
H -2.752 -1.641 2.979
H -1.417 -0.448 0.947
N 1.707 -2.462 6.655
C 1.134 -3.107 7.716
C 1.050 -2.215 8.750
C 1.593 -0.982 8.290
C 1.987 -1.169 6.993
H 1.882 -2.875 5.758
H 0.833 -4.137 7.645
H 0.641 -2.419 9.724
H 1.677 -0.063 8.845
H 2.432 -0.491 6.286
N 3.094 3.027 -1.157
C 4.019 2.490 -0.312
C 4.470 3.490 0.511
C 3.783 4.680 0.136
C 2.943 4.354 -0.898
H 2.585 2.530 -1.872
H 4.281 1.447 -0.365
H 5.208 3.383 1.289
H 3.894 5.658 0.572
H 2.252 4.946 -1.472

total charge = -1
HOMO-LUMO gap = 7.468 eV
HOMO level = -5.2 eV
E = -1935.992998 hartree

natural (NBO) population analysis, charges in e, atoms 1 to 5: -0.386 -0.192 -0.365 0.086 -0.067